Entry 1:
Entry from OMol25: a molecular structure, C8H16Cl3FeGeNO12P2 (ωB97M-V with the def2-TZVPD basis set).

Atoms and positions in Å:
1 Fe -0.097 0.310 0.407
2 O 2.107 0.026 -0.462
3 C 3.230 -0.271 0.351
4 C 3.335 0.827 1.410
5 N 2.161 0.879 2.256
6 C 2.025 -0.133 3.260
7 C 0.515 -0.585 3.384
8 O 0.046 -0.726 4.489
9 O -0.032 -0.764 2.256
10 C 1.754 2.202 2.644
11 C 1.098 2.982 1.431
12 O 1.472 4.114 1.207
13 O 0.218 2.310 0.825
14 H 1.987 -0.661 -1.133
15 H 4.144 -0.267 -0.260
16 H 3.107 -1.256 0.814
17 H 3.405 1.784 0.888
18 H 4.252 0.668 1.999
19 H 2.357 0.204 4.252
20 H 2.575 -1.032 2.975
21 H 2.586 2.804 3.033
22 H 0.977 2.125 3.405
23 C -2.398 1.887 -2.261
24 C -2.468 0.406 -2.545
25 O -3.430 0.110 -3.541
26 P -3.010 -0.510 -1.050
27 O -3.160 -2.035 -1.433
28 O -4.535 -0.114 -0.863
29 O -2.290 -0.226 0.220
30 P -0.776 -0.239 -2.950
31 O -1.177 -1.568 -3.787
32 O 0.036 0.682 -3.754
33 O -0.248 -0.720 -1.591
34 H -3.381 2.281 -2.003
35 H -2.020 2.396 -3.147
36 H -1.709 2.056 -1.431
37 H -3.021 -0.533 -4.140
38 H -2.363 -2.591 -1.575
39 H -5.026 -0.267 -1.672
40 H -0.969 -2.377 -3.291
41 Cl 1.644 -3.361 0.958
42 Ge -0.518 -2.685 0.492
43 Cl -0.775 -3.824 -1.694
44 Cl -1.628 -4.308 1.626

Cartesian forces (eV/Å) of the 6 atoms listed first:
0.7 -2.2 1.0
-1.0 0.2 0.2
0.4 0.2 0.6
-0.1 -0.2 -0.1
-0.2 -0.2 -0.8
-0.9 -0.3 0.5

Computed properties:
LUMO (alpha / beta), eV: -1.42 / -1.11
Gap between HOMO and LUMO (alpha / beta), Eh: 0.1767 / 0.1850
Charge: -1
Energy above the lowest of the compared OMol25 structures with the same formula, charge and spin, kJ/mol: 349.2
Spin multiplicity: 2
⟨S²⟩: 0.7841
HOMO level (alpha / beta), hartree: -0.2288 / -0.2257

=====

Entry 2:
Entry from OMol25: C2H4N4O2 in the gas phase (ωB97M-V with the def2-TZVPD basis set).

Atoms and positions in Å:
1 C 0.121 1.319 0.031
2 C -0.637 -0.577 0.486
3 H 0.961 -2.546 -0.032
4 H -0.446 -2.091 -0.976
5 H 2.058 1.002 -0.700
6 H 0.946 2.804 -0.602
7 N 0.613 -1.850 -0.821
8 N 0.614 -0.753 -0.060
9 N 1.036 0.515 -0.824
10 N 0.078 2.616 -0.145
11 O -0.709 0.642 0.900
12 O -1.392 -1.557 0.619

Cartesian forces (eV/Å) of the 6 atoms listed first:
1.7 5.8 -2.4
-0.5 -4.9 0.8
-1.0 0.7 -2.9
2.6 0.0 0.1
-2.7 -2.5 0.3
0.3 0.7 -1.0

Computed properties:
LUMO, eV: 0.21
Gap between HOMO and LUMO, Eh: 0.3703
Charge: 0
Energy above the lowest of the compared OMol25 structures with the same formula, charge and spin, kJ/mol: 316.5
SMILES: [H]/N=c1\[nH]n(N)c(=O)o1
HOMO level, hartree: -0.3625

=====

Entry 3:
Entry from OMol25: 9 unconnected molecules or ions with the total composition C36H45N9 (ωB97M-V with the def2-TZVPD basis set).

Atoms and positions in Å:
1 N 1.344 1.397 2.369
2 C 0.533 1.671 3.459
3 C 1.342 2.281 4.331
4 C 2.850 2.385 3.843
5 C 2.694 1.839 2.530
6 H 0.882 0.764 1.635
7 H -0.433 1.387 3.529
8 H 0.937 2.651 5.356
9 H 3.462 2.873 4.428
10 H 3.516 1.536 1.840
11 N -6.646 -1.923 3.265
12 C -5.787 -2.324 2.245
13 C -4.579 -1.894 2.654
14 C -4.713 -1.101 3.818
15 C -6.009 -1.216 4.171
16 H -7.605 -2.147 3.584
17 H -6.164 -2.901 1.483
18 H -3.615 -2.260 2.252
19 H -3.918 -0.725 4.362
20 H -6.544 -0.893 5.097
21 N 1.803 3.863 -2.776
22 C 1.699 3.598 -4.054
23 C 0.381 3.204 -4.265
24 C -0.298 3.149 -2.844
25 C 0.715 3.636 -2.021
26 H 2.637 4.121 -2.194
27 H 2.369 3.863 -4.728
28 H -0.063 3.078 -5.294
29 H -1.150 2.736 -2.487
30 H 0.715 3.727 -0.958
31 N -4.518 4.179 -1.047
32 C -4.678 3.740 0.280
33 C -4.449 2.463 0.169
34 C -3.947 2.081 -1.224
35 C -3.973 3.229 -1.870
36 H -4.773 5.250 -1.341
37 H -4.995 4.557 0.838
38 H -4.626 1.846 1.173
39 H -3.589 1.153 -1.393
40 H -3.534 3.243 -2.886
41 N 0.639 -0.847 0.319
42 C -0.381 -1.165 1.250
43 C -1.299 -0.239 1.127
44 C -0.948 0.615 -0.083
45 C 0.341 0.305 -0.467
46 H 1.604 -1.399 0.275
47 H -0.098 -2.039 2.065
48 H -2.277 -0.042 1.563
49 H -1.418 1.426 -0.599
50 H 1.072 0.498 -1.255
51 N 3.149 -0.560 -3.757
52 C 4.254 -1.323 -4.063
53 C 5.226 -0.826 -3.361
54 C 4.804 0.521 -2.745
55 C 3.410 0.624 -3.014
56 H 2.218 -0.504 -3.900
57 H 4.051 -2.093 -4.834
58 H 6.289 -1.241 -3.240
59 H 5.366 1.311 -2.235
60 H 2.614 1.322 -2.686
61 N 3.440 -1.601 -0.788
62 C 4.026 -1.089 0.290
63 C 3.825 -1.855 1.358
64 C 2.992 -3.018 0.864
65 C 2.851 -2.874 -0.524
66 H 3.684 -1.186 -1.791
67 H 4.630 -0.192 0.177
68 H 4.195 -1.680 2.356
69 H 2.622 -3.829 1.450
70 H 2.380 -3.401 -1.232
71 N -0.225 -3.459 4.137
72 C 0.966 -2.782 4.194
73 C 0.790 -1.547 4.737
74 C -0.803 -1.483 4.842
75 C -1.292 -2.733 4.596
76 H -0.382 -4.326 3.782
77 H 1.895 -3.212 3.833
78 H 1.343 -0.780 5.054
79 H -1.507 -0.794 5.144
80 H -2.370 -3.087 4.470
81 N 0.397 -1.225 -5.428
82 C 0.525 -2.654 -5.218
83 C 0.030 -2.876 -3.989
84 C -0.345 -1.520 -3.384
85 C -0.135 -0.572 -4.370
86 H 0.600 -0.816 -6.141
87 H 0.952 -3.221 -6.043
88 H -0.023 -3.732 -3.545
89 H -0.813 -1.404 -2.303
90 H -0.139 0.486 -4.215

Cartesian forces (eV/Å) of the 6 atoms listed first:
-0.3 -1.1 -1.5
5.1 0.9 -1.3
2.3 1.8 3.4
-9.3 -3.6 -4.2
-0.4 -0.5 2.1
1.9 1.5 1.1

Computed properties:
LUMO, eV: 0.61
Gap between HOMO and LUMO, Eh: 0.3109
Charge: 0
Energy above the lowest of the compared OMol25 structures with the same formula, charge and spin, kJ/mol: 1104.5
SMILES: c1cc[nH]c1.c1cc[nH]c1.c1cc[nH]c1.c1cc[nH]c1.c1cc[nH]c1.c1cc[nH]c1.c1cc[nH]c1.c1cc[nH]c1.c1cc[nH]c1
HOMO level, hartree: -0.2886

=====

Entry 4:
Entry from OMol25: C3H8 in the gas phase (ωB97M-V with the def2-TZVPD basis set).

Atoms and positions in Å:
1 C 0.171 -0.151 1.281
2 C 0.361 -0.455 -0.214
3 C -0.441 0.483 -1.118
4 H 1.099 -0.289 1.844
5 H -0.588 -0.798 1.734
6 H -0.156 0.885 1.430
7 H 0.072 -1.494 -0.424
8 H 1.422 -0.370 -0.480
9 H -1.483 0.561 -0.788
10 H -0.444 0.135 -2.157
11 H -0.013 1.494 -1.109

Cartesian forces (eV/Å) of the 6 atoms listed first:
0.0 0.0 0.0
0.0 0.0 -0.1
0.0 0.0 -0.1
-0.2 0.0 -0.1
0.1 0.1 -0.1
0.1 -0.1 0.0

Computed properties:
LUMO, eV: 1.31
Gap between HOMO and LUMO, Eh: 0.4672
Charge: 0
Energy above the lowest of the compared OMol25 structures with the same formula, charge and spin, kJ/mol: 7.0
SMILES: CCC
HOMO level, hartree: -0.4190

=====

Entry 5:
Entry from OMol25: C20H24N2O6S in the gas phase (ωB97M-V with the def2-TZVPD basis set).

Atoms and positions in Å:
1 C 3.155 0.490 6.438
2 C 2.414 1.778 6.110
3 H 2.707 2.584 6.786
4 H 1.333 1.618 6.164
5 O 2.748 2.256 4.806
6 C 2.095 1.721 3.775
7 O 1.236 0.868 3.921
8 C 2.522 2.277 2.476
9 C 3.588 3.179 2.437
10 C 4.016 3.724 1.245
11 C 3.375 3.375 0.065
12 C 2.320 2.486 0.075
13 C 1.876 1.921 1.271
14 N 0.823 1.020 1.315
15 C 0.025 0.584 0.312
16 O 0.140 0.866 -0.863
17 C -1.068 -0.366 0.806
18 N -2.198 -0.391 -0.088
19 C -2.264 -1.286 -1.164
20 C -3.505 -1.508 -1.764
21 C -3.622 -2.380 -2.823
22 C -2.511 -3.070 -3.313
23 C -1.278 -2.855 -2.711
24 C -1.157 -1.967 -1.654
25 H -0.179 -1.801 -1.232
26 H -0.390 -3.364 -3.052
27 O -2.758 -3.923 -4.348
28 C -1.684 -4.584 -4.985
29 C -0.897 -3.668 -5.918
30 H -1.563 -3.246 -6.666
31 H -0.440 -2.850 -5.366
32 H -0.117 -4.236 -6.418
33 H -2.162 -5.378 -5.564
34 H -1.021 -5.050 -4.245
35 H -4.579 -2.556 -3.289
36 H -4.367 -0.986 -1.382
37 S -2.933 1.115 -0.284
38 O -2.309 1.988 0.668
39 O -4.354 0.954 -0.190
40 C -2.543 1.658 -1.964
41 H -3.046 1.000 -2.660
42 H -1.468 1.618 -2.076
43 H -2.911 2.672 -2.052
44 H -0.670 -1.379 0.913
45 H -1.432 -0.024 1.777
46 H 0.609 0.712 2.266
47 H 1.823 2.217 -0.841
48 H 3.702 3.799 -0.873
49 H 4.842 4.418 1.233
50 H 4.075 3.442 3.362
51 H 2.840 -0.303 5.765
52 H 4.228 0.636 6.336
53 H 2.933 0.194 7.459

Cartesian forces (eV/Å) of the 6 atoms listed first:
-0.1 0.3 -0.3
-0.2 -0.4 0.5
-0.1 -0.1 -0.1
0.2 0.1 0.0
0.2 0.1 -0.2
-0.2 -0.2 0.1

Computed properties:
LUMO, eV: 0.25
Gap between HOMO and LUMO, Eh: 0.3028
Charge: 0
Energy above the lowest of the compared OMol25 structures with the same formula, charge and spin, kJ/mol: 63.5
SMILES: CCOC(=O)c1ccccc1NC(=O)CN(c1ccc(OCC)cc1)S(C)(=O)=O
HOMO level, hartree: -0.2938

=====

Entry 6:
Entry from OMol25: C4H7NO2 in the gas phase (ωB97M-V with the def2-TZVPD basis set).

Atoms and positions in Å:
1 C 2.170 0.172 0.300
2 C 0.666 0.145 0.314
3 N -0.081 -0.184 1.285
4 O 0.099 0.499 -0.863
5 C -1.327 0.554 -0.804
6 C -1.949 -0.805 -0.524
7 O -3.040 -0.937 -0.031
8 H 2.562 1.133 -0.043
9 H 2.529 -0.011 1.316
10 H 2.569 -0.610 -0.353
11 H 0.469 -0.436 2.099
12 H -1.661 1.249 -0.030
13 H -1.654 0.904 -1.789
14 H -1.352 -1.673 -0.877

Cartesian forces (eV/Å) of the 6 atoms listed first:
0.0 0.0 0.0
0.0 -0.1 0.3
0.2 0.1 -0.1
0.1 0.0 0.1
-0.2 0.1 0.0
-0.4 0.0 0.1

Computed properties:
LUMO, eV: 0.82
Gap between HOMO and LUMO, Eh: 0.3861
Charge: 0
Energy above the lowest of the compared OMol25 structures with the same formula, charge and spin, kJ/mol: 134.1
SMILES: [H]/N=C(\C)OCC=O
HOMO level, hartree: -0.3559

=====

Entry 7:
Entry from OMol25: a molecular structure, C8H8AsCsF6N6O6 (ωB97M-V with the def2-TZVPD basis set).

Atoms and positions in Å:
1 Cs -0.807 -0.513 -0.262
2 N 3.085 -0.183 -0.164
3 N 3.676 -1.407 0.078
4 C 2.993 -2.560 -0.097
5 N 3.636 -3.692 0.236
6 N 1.778 -2.427 -0.610
7 N 0.988 -3.534 -0.739
8 O 1.336 -4.675 -0.424
9 O -0.109 -3.287 -1.199
10 H 3.468 0.311 -0.955
11 H 3.003 0.406 0.653
12 H 4.622 -1.463 0.426
13 H 4.501 -3.641 0.742
14 H 3.101 -4.546 0.200
15 O -7.810 3.072 0.449
16 C -7.013 3.897 0.112
17 O -6.811 5.025 -0.253
18 C -5.356 3.115 0.149
19 C -4.251 3.925 0.135
20 C -3.032 3.252 0.161
21 N -2.931 1.929 0.219
22 C -4.042 1.199 0.230
23 C -5.331 1.753 0.178
24 C -3.851 -0.326 0.263
25 O -4.276 -0.938 -0.726
26 O -3.172 -0.742 1.230
27 H -4.303 5.000 0.085
28 H -2.102 3.810 0.131
29 H -6.203 1.120 0.169
30 F 0.837 1.800 -0.260
31 As 1.779 3.270 -0.181
32 F 2.907 2.573 -1.320
33 F 0.839 3.917 -1.479
34 F 2.718 4.716 -0.108
35 F 0.666 3.896 0.988
36 F 2.716 2.541 1.113

Cartesian forces (eV/Å) of the 6 atoms listed first:
0.2 0.2 -0.1
-0.2 0.0 0.0
0.1 0.0 0.1
0.0 0.2 0.0
0.0 0.0 0.0
0.0 -0.3 0.1

Computed properties:
LUMO (alpha / beta), eV: 1.64 / -0.53
Gap between HOMO and LUMO (alpha / beta), Eh: 0.2841 / 0.2043
Charge: -1
Energy above the lowest of the compared OMol25 structures with the same formula, charge and spin, kJ/mol: 114.8
Spin multiplicity: 2
⟨S²⟩: 0.7569
HOMO level (alpha / beta), hartree: -0.2239 / -0.2236

=====

Entry 8:
Entry from OMol25: 2 unconnected molecules or ions with the total composition C6H13NOS (ωB97M-V with the def2-TZVPD basis set).

Atoms and positions in Å:
1 C -2.954 -0.220 0.872
2 C 1.704 0.295 -0.247
3 C 1.222 1.012 0.704
4 C 1.002 1.685 1.779
5 C 1.352 0.293 -2.609
6 C 2.144 1.066 -1.583
7 N -1.167 -2.578 0.926
8 O -1.829 -1.251 3.011
9 S -1.344 -1.008 1.657
10 H -3.611 -1.065 0.678
11 H -2.546 0.472 0.047
12 H 1.673 -0.811 -0.075
13 H -3.240 0.326 1.677
14 H 1.709 1.885 2.459
15 H 0.056 2.051 1.985
16 H 1.428 0.937 -3.547
17 H 1.640 -0.865 -2.765
18 H 0.267 0.362 -2.436
19 H 3.193 0.866 -1.697
20 H 1.920 2.072 -1.651
21 H -0.580 -2.472 0.088
22 H -2.039 -3.051 0.728

Cartesian forces (eV/Å) of the 6 atoms listed first:
3.7 -1.4 -2.4
0.4 0.9 -1.0
0.8 -0.2 0.8
-1.8 -0.5 -1.9
-0.2 -0.4 -2.8
-0.5 -5.4 1.8

Computed properties:
LUMO, eV: 0.62
Gap between HOMO and LUMO, Eh: 0.3463
Charge: 0
Energy above the lowest of the compared OMol25 structures with the same formula, charge and spin, kJ/mol: 478.5
HOMO level, hartree: -0.3234

=====

no.,maximum force (eV/A)
1,4.2
2,6.5
3,12.5
4,0.2
5,1.1
6,0.6
7,0.4
8,5.7